(1)
42
Properties=species:S:1:pos:R:3:forces:R:3 method="wB97M-V/def2-TZVPD" homo_ev=-6.929
Pt -0.25921 0.84223 0.60389 -0.35 -1.07 -0.15
F 2.74741 -3.34514 -3.42572 0.01 -0.01 -0.02
C 2.65812 -2.19130 -2.72622 -0.20 0.06 0.04
F 3.78765 -2.09227 -2.01761 0.08 0.05 0.07
F 2.65306 -1.20129 -3.63193 0.03 0.04 -0.03
C 1.42198 -2.17864 -1.86043 0.10 -0.12 -0.05
C 0.55521 -3.24627 -1.92938 -0.10 -0.08 -0.02
C -0.60563 -3.27246 -1.15922 0.07 0.04 -0.02
C -0.82722 -2.20823 -0.31981 -0.04 0.07 0.21
N 0.00661 -1.17048 -0.22691 0.60 0.12 0.06
C 1.13467 -1.08892 -1.00362 -0.20 0.29 0.26
S 2.01402 0.38189 -0.85255 0.21 -0.47 -0.28
H 0.77198 -4.06802 -2.59718 0.03 0.01 -0.01
H -1.30657 -4.09243 -1.20709 0.03 0.00 -0.01
H -1.70066 -2.16664 0.32110 0.02 0.03 -0.01
C -0.63821 0.77271 4.11983 -0.15 -0.07 0.03
P 0.46679 0.94225 2.69057 0.13 0.03 -0.18
C 1.72694 -0.32568 2.97510 0.08 -0.05 0.25
C 1.33811 2.48836 3.06662 0.04 0.09 -0.02
H -0.09028 0.89072 5.05680 0.02 0.01 -0.02
H -1.10884 -0.21050 4.10487 -0.01 0.02 -0.02
H -1.42269 1.52715 4.06184 0.01 0.00 0.01
H 2.23147 -0.15414 3.92912 0.04 -0.07 -0.03
H 2.44529 -0.29721 2.15520 0.00 0.04 0.00
H 1.26230 -1.31245 2.98735 -0.02 0.02 -0.03
H 1.86081 2.43607 4.02378 -0.04 -0.01 0.00
H 0.61597 3.30540 3.09202 0.02 0.01 0.00
H 2.05572 2.69225 2.27201 0.00 -0.02 0.00
F -2.58727 -0.71538 -3.90065 -0.07 -0.08 -0.05
C -2.22124 0.13415 -2.92919 0.24 0.04 -0.28
C -2.97234 0.18510 -1.78238 0.08 0.19 0.35
C -2.56233 1.06985 -0.78004 -0.11 -0.41 -0.24
C -1.42005 1.86593 -0.95494 -0.31 1.25 0.15
C -0.96214 2.68705 0.20471 0.06 0.05 0.13
C -0.69825 1.78664 -2.16575 0.07 -0.10 0.10
C -1.09142 0.92082 -3.15639 -0.16 -0.12 0.08
H -3.84545 -0.44356 -1.67879 0.01 0.00 0.02
H -3.13459 1.16389 0.13200 -0.06 0.05 -0.02
H -1.74108 3.04325 0.87266 -0.09 0.11 -0.13
H -0.21230 3.44657 0.00102 -0.05 0.04 -0.11
H 0.19722 2.38043 -2.28224 -0.03 0.04 -0.03
H -0.54354 0.81830 -4.08247 0.00 -0.02 0.01

***

(2)
39
Properties=species:S:1:pos:R:3:forces:R:3 method="wB97M-V/def2-TZVPD" smiles="O=[N+]([O-])c1ccccc1OCCCNCc1ccccc1" homo_ev=-8.874
O -2.28597 2.35148 2.23157 0.09 0.14 0.18
N -3.08561 2.29179 1.32363 -0.22 0.25 0.56
O -4.24490 2.65226 1.41087 -0.34 0.07 0.09
C -2.65515 1.79604 0.04702 0.46 -0.39 -1.01
C -3.38880 2.18275 -1.07066 0.04 0.01 0.23
C -3.01408 1.77272 -2.33075 0.07 -0.03 -0.05
C -1.89014 0.96937 -2.46927 -0.15 0.09 0.06
C -1.16095 0.56369 -1.37037 0.11 -0.09 0.22
C -1.52593 0.95796 -0.07814 -0.42 0.20 0.00
O -0.92465 0.57250 1.05055 -0.05 0.16 -0.08
C 0.17174 -0.32433 1.06363 0.58 -0.32 0.10
C 1.51237 0.40635 1.13757 -0.37 0.05 -0.28
C 1.89577 1.13764 -0.14971 0.01 0.05 0.30
N 2.00214 0.25028 -1.29907 0.18 0.17 -0.39
C 3.18868 -0.60098 -1.30133 -0.04 0.03 -0.01
C 2.95363 -1.88258 -0.54380 0.15 -0.09 0.00
C 1.87183 -2.68850 -0.87735 0.09 -0.01 -0.02
C 1.63244 -3.86487 -0.19129 -0.07 -0.04 -0.06
C 2.47998 -4.25610 0.83183 0.02 -0.08 0.10
C 3.56821 -3.46720 1.16110 0.04 -0.08 0.09
C 3.80215 -2.28628 0.47760 0.00 0.02 -0.14
H -4.24847 2.81719 -0.91669 -0.02 -0.01 0.01
H -3.57947 2.08025 -3.19554 -0.06 0.05 -0.07
H -1.57537 0.65281 -3.45255 0.04 -0.05 -0.09
H -0.27745 -0.03702 -1.51585 0.06 -0.07 0.05
H 0.03768 -0.90367 1.98228 0.00 0.02 -0.18
H 0.15120 -1.00915 0.21382 -0.08 0.03 0.07
H 1.45651 1.14057 1.94280 0.05 -0.03 0.08
H 2.27721 -0.32744 1.38958 0.00 0.03 0.11
H 1.12964 1.88353 -0.37851 0.07 0.02 0.02
H 2.84227 1.67563 0.03571 -0.13 0.00 -0.06
H 2.00397 0.82092 -2.13826 -0.01 -0.10 0.09
H 3.41308 -0.85769 -2.34173 0.03 0.09 0.07
H 4.06621 -0.07893 -0.88591 -0.04 -0.08 -0.06
H 1.22096 -2.38591 -1.68481 -0.11 0.06 -0.06
H 0.78654 -4.48165 -0.45765 -0.07 -0.05 -0.03
H 2.29550 -5.17541 1.36730 -0.02 -0.07 0.05
H 4.23662 -3.77016 1.95361 0.05 -0.03 0.07
H 4.65324 -1.67312 0.74073 0.06 0.09 0.02

***

(3)
41
Properties=species:S:1:pos:R:3:forces:R:3 method="wB97M-V/def2-TZVPD" homo_ev=-7.036
C -4.04178 2.73121 1.61820 -0.69 1.47 -2.43
C -2.79685 2.38508 2.28553 1.12 -4.97 0.61
H -2.25261 3.25627 2.44201 1.13 1.26 1.03
O -1.91878 1.63473 1.33888 0.55 8.78 0.72
C -1.97762 0.44385 1.29164 -2.58 -14.55 -0.74
C -3.02538 -0.49752 1.80433 -1.29 3.75 1.54
C -3.05791 -1.97397 1.68592 -8.34 6.36 3.63
C -2.26091 -2.41542 0.81315 4.77 -8.06 -3.25
C -1.18050 -1.75077 0.24359 -1.23 -0.33 1.89
C -1.09524 -0.42333 0.52363 1.00 1.92 -1.72
C 0.00568 0.19792 -0.25534 1.30 4.09 5.48
N 1.33051 -0.24165 0.35051 -4.03 0.23 8.14
N 2.36401 -0.35985 -0.32184 -1.57 -0.73 -10.08
C 1.71304 -0.39182 -1.64210 4.60 0.53 2.30
C 2.54787 -0.45243 -2.82983 -1.93 -1.02 4.23
C 2.20403 -0.55406 -4.07886 -7.59 3.10 -1.85
C 3.21530 -0.74394 -4.87209 1.17 -0.66 -11.16
C 4.36097 -1.19291 -4.38765 -0.14 0.39 1.21
S 4.03502 -1.05541 -2.74224 5.69 -1.64 3.27
H 5.20968 -1.54300 -4.90971 0.82 -0.07 0.07
H 3.03430 -0.61119 -6.14650 0.62 -0.58 3.84
H 1.16778 -0.30532 -4.46413 1.33 -0.29 0.51
C 0.27106 0.03292 -1.65971 2.30 -2.83 1.49
H 0.22605 0.85685 -2.16617 0.10 5.59 -2.62
H -0.42879 -0.46394 -2.22497 -1.50 -2.66 -0.81
S 1.79673 0.53559 1.92967 4.95 -0.93 -4.66
O 0.96548 0.43823 3.02148 -3.35 -0.80 3.01
O 2.15839 1.83714 1.44610 0.28 0.44 0.44
C 3.38791 -0.60792 2.32964 -0.62 10.48 -2.96
H 3.88942 -0.65609 1.48852 2.59 -0.47 -3.97
H 3.77382 0.03230 3.00755 1.64 1.58 2.49
H 2.95930 -1.32937 2.62262 -5.33 -10.21 4.25
H -0.01000 1.30903 0.20161 0.03 -1.62 -2.06
H -0.32810 -2.30199 -0.14752 -0.39 0.26 -0.51
H -2.25970 -3.58427 0.78596 0.02 1.94 -0.74
H -4.20780 -2.44516 1.94332 3.90 0.98 -0.31
H -3.91724 0.20921 2.29473 2.00 -2.87 -0.97
H -2.85853 1.53912 3.18179 -0.07 2.93 -1.70
H -4.64242 1.91993 1.25380 -0.39 -0.71 0.54
H -3.80411 3.23210 0.52439 -0.54 -0.29 3.13
H -4.55209 3.30986 2.42009 -0.33 0.21 -1.29

***

(4)
41
Properties=species:S:1:pos:R:3:forces:R:3 method="wB97M-V/def2-TZVPD" smiles="Cc1ccccc1C(=O)N1CCN(S(=O)(=O)c2cccs2)CC1" homo_ev=-9.267
C -3.75605 -0.19261 -1.94063 -0.02 0.02 -0.01
C -3.72419 -0.59852 -0.49926 0.10 0.06 0.07
C -4.48422 -1.66045 -0.02899 0.03 0.03 0.01
C -4.44827 -2.02761 1.30526 -0.02 -0.05 0.05
C -3.65074 -1.33019 2.19559 0.01 -0.04 0.07
C -2.88570 -0.26926 1.74360 0.02 0.05 -0.12
C -2.91262 0.09133 0.40316 -0.35 -0.04 0.19
C -2.12208 1.28048 -0.05367 0.02 -0.15 -0.11
O -2.59266 2.40081 -0.07838 -0.22 0.20 0.09
N -0.85556 1.01768 -0.46903 0.14 0.05 -0.08
C -0.18627 -0.25225 -0.34114 0.27 -0.30 0.21
C 0.91169 -0.15239 0.72337 -0.30 -0.53 -0.02
N 1.80845 0.92364 0.36106 0.84 0.09 0.42
S 3.26405 0.91774 1.20022 0.01 -0.25 -0.56
O 3.84919 2.21675 1.08296 -0.09 0.11 -0.24
O 3.10071 0.32759 2.49596 -0.12 -0.21 -0.14
C 4.19929 -0.19813 0.19445 -0.25 -0.03 0.49
C 4.98732 0.12236 -0.86756 -0.15 0.20 0.19
C 5.57566 -1.01500 -1.46050 -0.03 -0.10 0.04
C 5.21642 -2.16800 -0.83504 -0.33 0.06 0.33
S 4.15932 -1.88908 0.49286 0.36 0.06 -0.29
C 1.12938 2.20263 0.27617 -0.07 0.55 -0.15
C 0.04027 2.10779 -0.79199 0.09 0.31 0.13
H -2.80114 -0.41147 -2.41953 0.04 0.00 -0.11
H -4.54121 -0.72135 -2.47496 -0.02 -0.01 -0.07
H -3.93051 0.87857 -2.02357 -0.02 0.06 -0.09
H -5.11599 -2.20342 -0.71731 -0.06 -0.04 -0.08
H -5.04895 -2.85573 1.65108 -0.05 -0.07 0.03
H -3.62575 -1.60782 3.23842 0.00 -0.02 0.09
H -2.26747 0.28809 2.43250 0.07 0.06 0.09
H 0.27624 -0.50143 -1.30351 -0.04 -0.06 0.06
H -0.90304 -1.02849 -0.07215 0.13 0.05 -0.06
H 0.46363 0.02624 1.71084 0.00 -0.05 -0.06
H 1.48708 -1.07766 0.77029 -0.18 -0.08 -0.01
H 5.13741 1.13641 -1.18723 0.04 0.22 -0.08
H 6.23543 -0.97348 -2.30782 0.13 -0.02 -0.13
H 5.51410 -3.16963 -1.07351 0.08 -0.21 -0.05
H 0.67365 2.46878 1.24065 -0.01 0.04 -0.07
H 1.87789 2.95136 0.02081 -0.19 0.10 -0.02
H 0.49395 1.91990 -1.77007 0.00 0.04 0.03
H -0.54872 3.02580 -0.82340 0.14 -0.10 -0.03

***

(5)
41
Properties=species:S:1:pos:R:3:forces:R:3 method="wB97M-V/def2-TZVPD" homo_ev=-8.592
C 4.66513 1.47885 3.91393 0.80 -0.85 1.56
C 3.85133 0.75931 2.68492 14.24 -3.12 1.26
H 4.05021 -0.38786 2.64215 1.04 1.52 -0.11
H 4.10303 1.24782 1.78521 0.86 0.41 -1.30
O 2.70585 0.89023 2.89818 -18.40 1.72 3.30
C 1.99365 0.04807 3.80330 -1.54 3.72 -4.28
O 2.53094 -0.76168 4.38870 3.55 -4.37 3.52
C 0.49709 0.06473 3.78581 -1.20 5.75 -1.42
C -0.07828 -0.83232 2.79244 1.96 2.77 -2.98
C -0.99278 -1.75366 2.94027 -3.27 -2.61 6.02
S -1.46972 -2.71709 1.66853 2.08 1.44 -2.69
C -0.23900 -1.59731 0.79736 0.62 2.42 -2.94
N 0.39333 -0.55270 1.33533 -3.58 -5.11 3.84
N -0.19083 -1.61200 -0.60712 6.21 4.12 1.08
C 0.90667 -0.98632 -1.43911 0.17 6.79 5.54
O 1.62674 -0.01202 -0.87845 -3.03 -5.90 -3.70
C 0.76348 -1.12986 -2.95937 -0.59 -5.12 2.84
O -0.54202 -1.65591 -3.22304 -0.25 -2.01 -1.37
C -1.68471 -0.97667 -3.36800 5.23 8.53 5.01
C -1.60292 0.50855 -2.75975 11.76 -10.77 -1.08
C -2.56167 1.21606 -2.91453 -11.85 7.27 0.04
C -3.89821 0.84088 -3.25392 1.47 -6.63 -3.69
C -3.98863 -0.55532 -3.82826 -3.30 6.39 1.41
C -2.87707 -1.24692 -3.69764 -0.46 -10.58 -3.86
H -2.78869 -2.65959 -4.19389 -0.71 3.93 1.30
H -4.87119 -0.92616 -4.37674 0.54 0.23 0.68
H -4.58532 1.54256 -3.59764 -1.28 1.14 0.16
C -2.64482 2.56213 -2.40402 3.54 6.49 0.05
H -2.12252 3.43626 -3.12857 -1.01 -2.45 1.26
H -3.55867 3.16130 -2.18778 0.15 -1.53 0.02
H -1.93336 2.65044 -1.54672 -0.83 0.15 -0.23
H -0.51338 0.76819 -2.45302 -2.39 0.21 -0.21
H 1.35499 -2.11355 -3.06824 -0.30 1.68 -0.70
H 1.13125 -0.34759 -3.52730 0.46 1.65 -0.98
H -0.64068 -2.19320 -1.13453 -3.70 -4.56 -3.21
H -1.60382 -2.20681 3.98857 2.35 2.03 -2.83
H 0.10929 -0.20958 4.70573 -0.26 -0.40 2.06
H 0.06245 1.39214 3.64750 1.30 -4.14 0.08
H 5.77426 1.33960 3.72892 -1.12 0.57 0.27
H 4.49730 0.89609 5.05442 0.12 1.82 -3.54
H 4.37130 2.63091 3.98634 0.63 -2.59 -0.15

***

How do the records compare in energy relative to the best compared isomer or geometry (same formula, charge and spin)? In the order shown, they have 129.2, 525.2, 1407.5, 129.3, 1413.5 kJ/mol.
How do the records compare in molar mass? In the order shown, they have 558.4, 286.3, 350.5, 350.5, 334.4 g mol⁻¹.
How do the records compare in Kohn-Sham gap? In the order shown, they have 6.898, 8.892, 7.336, 9.660, 8.790 eV.